C2H2N2OS2 in the gas phase in a non-equilibrium geometry. Source: the Open Molecules 2025 dataset; level of theory: wB97M-V/def2-TZVPD.

Element x y z (Å)
S  -2.762  -0.424  -0.193
C  -1.144  -0.105  0.176
N  0.042  -0.930  0.378
C  0.947  -0.060  0.121
S  2.720  -0.282  -0.175
O  0.630  1.252  -0.076
N  -0.733  1.199  0.264
H  2.755  -1.628  0.385
H  -1.109  2.012  -0.158

- HOMO (eV) = -8.835
- electronic energy (a.u.) = -1058.45576
- charge = 0
- structure (SMILES) = S=c1nc(S)o[nH]1

Atomic partial charges in e from the Löwdin method, atoms 1 to 6: atom 1 (S): 0.582, atom 2 (C): -0.833, atom 3 (N): 0.123, atom 4 (C): -0.749, atom 5 (S): 0.800, atom 6 (O): -0.046